Arrangement 1

An isolated ion of composition C8H15IN and charge +1. Source: OMol25; level of theory: ωB97M-V/def2-TZVPD.

Last column: natural (NBO) charge in e.
Atoms and positions in Å:
C (-0.914, 1.641, -2.700)  -0.69
C (-0.129, 1.093, -1.606)  0.02
C (1.115, 0.638, -1.591)  -0.25
C (1.594, 0.404, -0.182)  -0.16
I (2.799, 2.114, 0.523)  0.15
N (0.409, 0.311, 0.627)  -0.43
C (-0.280, -1.137, 0.895)  0.01
C (-1.228, -1.096, 2.100)  -0.66
C (0.909, -2.114, 1.159)  -0.67
C (-0.599, 1.203, -0.145)  -0.24
H (-0.225, 2.168, -3.391)  0.26
H (-1.848, 2.250, -2.458)  0.26
H (-1.321, 0.875, -3.518)  0.27
H (1.700, 0.389, -2.438)  0.25
H (2.223, -0.492, -0.074)  0.26
H (0.378, 0.765, 1.565)  0.46
H (-0.907, -1.332, 0.054)  0.23
H (-0.965, -0.754, 3.029)  0.23
H (-2.126, -0.469, 1.838)  0.22
H (-1.751, -2.132, 2.172)  0.27
H (1.496, -1.896, 2.087)  0.25
H (1.421, -2.360, 0.200)  0.23
H (0.399, -3.033, 1.409)  0.25
H (-0.468, 2.191, 0.333)  0.24
H (-1.680, 0.772, 0.111)  0.24

structure (SMILES)	CC1=C[C@@H](I)[N@H+](C(C)C)C1
orbital gap	9.392	eV
total charge	+1
LUMO level	-3.6	eV
2S+1	1



Arrangement 2

A 2-piece molecular cluster, C8H15IN overall. Source: OMol25; level of theory: ωB97M-V/def2-TZVPD.

Last column: natural (NBO) charge in e.
Atoms and positions in Å:
C (0.482, -0.970, 0.049)  -0.42
C (1.186, 0.200, 0.058)  0.32
C (0.396, 1.487, -0.152)  -0.50
C (-0.958, 1.124, -0.818)  -0.40
C (-1.719, 0.065, -0.011)  -0.47
C (-0.897, -1.159, 0.064)  0.44
C (2.653, 0.428, 0.137)  -0.69
C (-0.735, -3.628, 0.462)  -0.43
N (-1.467, -2.307, 0.271)  -0.45
I (0.395, 1.228, 3.686)  -0.09
H (1.148, -1.721, 0.107)  0.22
H (0.283, 1.926, 0.926)  0.25
H (0.904, 2.202, -0.801)  0.25
H (-1.599, 2.030, -0.675)  0.25
H (-0.664, 0.693, -1.847)  0.23
H (-1.739, 0.291, 1.082)  0.25
H (-2.691, -0.068, -0.366)  0.24
H (3.185, -0.512, 0.314)  0.23
H (2.824, 1.049, 1.014)  0.26
H (3.193, 0.862, -0.704)  0.27
H (-1.491, -4.413, 0.305)  0.25
H (0.174, -3.679, -0.192)  0.24
H (-0.397, -3.527, 1.524)  0.23
H (-0.919, 2.104, 3.472)  0.11
H (-2.460, -2.224, 0.256)  0.42

orbital gap	8.851	eV
total charge	+1
LUMO level	-4.2	eV
2S+1	1



Tell me which of them is the least stable. Sure, it is arrangement 1.



Arrangement 1

One molecule with the formula C7H16OSi. Source: OMol25; level of theory: ωB97M-V/def2-TZVPD.

Last column: natural (NBO) charge in e.
Atoms and positions in Å:
C (-2.337, 2.547, -0.354)  -0.64
C (-1.517, 1.380, -0.749)  -0.06
C (-0.579, 1.486, -1.868)  -0.65
C (-1.487, 0.208, -0.039)  0.12
O (-0.651, -0.916, -0.319)  -0.89
Si (0.777, -1.192, 0.460)  1.85
C (2.022, -1.587, -1.000)  -1.10
C (1.283, 0.246, 1.569)  -1.12
C (0.665, -2.774, 1.658)  -1.11
H (-1.940, 3.427, -0.787)  0.22
H (-3.359, 2.518, -0.854)  0.22
H (-2.618, 2.685, 0.704)  0.23
H (-0.174, 0.532, -2.171)  0.23
H (-1.135, 1.821, -2.780)  0.21
H (0.262, 2.141, -1.629)  0.22
H (-2.077, 0.075, 0.861)  0.17
H (2.699, -2.406, -0.864)  0.24
H (2.639, -0.679, -0.961)  0.23
H (1.320, -1.802, -1.769)  0.24
H (1.215, 1.013, 0.897)  0.23
H (0.533, 0.416, 2.262)  0.24
H (2.208, 0.162, 2.122)  0.25
H (-0.311, -3.167, 1.943)  0.24
H (1.276, -2.507, 2.527)  0.22
H (1.285, -3.627, 1.141)  0.23

structure (SMILES)	CC(C)=CO[Si](C)(C)C
orbital gap	9.554	eV
LUMO level	0.9	eV
2S+1	1



Arrangement 2

C7H16OSi as an isolated structure. Source: OMol25; level of theory: ωB97M-V/def2-TZVPD.

Last column: natural (NBO) charge in e.
Atoms and positions in Å:
O (-0.815, 0.394, 0.282)  -0.86
C (-0.368, -0.776, -0.383)  0.08
C (-0.820, -1.149, -1.601)  -0.05
C (-0.576, -2.560, -1.951)  -0.63
C (-1.492, -0.278, -2.597)  -0.64
C (0.453, -0.190, 2.655)  -1.15
C (2.145, 0.972, 0.345)  -1.12
C (-0.307, 2.674, 1.683)  -1.11
Si (0.432, 0.977, 1.204)  1.87
H (0.143, -1.580, 0.212)  0.17
H (-1.450, -2.944, -2.554)  0.21
H (0.325, -2.673, -2.592)  0.21
H (-0.550, -3.243, -1.119)  0.22
H (-2.463, -0.764, -2.819)  0.21
H (-1.752, 0.686, -2.150)  0.23
H (-0.896, -0.190, -3.498)  0.22
H (-0.583, -0.261, 3.066)  0.25
H (1.206, 0.280, 3.322)  0.23
H (0.835, -1.196, 2.361)  0.24
H (2.588, -0.036, 0.343)  0.24
H (2.448, 1.394, -0.546)  0.24
H (2.799, 1.398, 1.110)  0.23
H (0.207, 3.133, 2.561)  0.23
H (-1.317, 2.630, 1.956)  0.24
H (-0.190, 3.300, 0.712)  0.24

orbital gap	9.215	eV
LUMO level	0.8	eV
2S+1	1



Tell me which of them is the least stable. Sure, it is arrangement 1.



Arrangement 1

A 2-piece molecular cluster, C3H8O overall. Source: OMol25; level of theory: ωB97M-V/def2-TZVPD.

Last column: natural (NBO) charge in e.
Atoms and positions in Å:
C (-1.696, 0.080, -0.609)  -0.85
C (0.284, -1.180, 0.736)  0.06
O (0.803, -0.020, 1.039)  -0.49
C (1.810, 0.435, 0.125)  -0.26
H (-1.794, 0.528, -1.597)  0.22
H (-2.623, -0.423, -0.322)  0.22
H (-1.458, 0.850, 0.133)  0.21
H (-0.884, -0.664, -0.666)  0.22
H (-0.566, -1.270, 1.455)  0.09
H (2.308, -0.426, -0.325)  0.21
H (1.313, 1.024, -0.653)  0.19
H (2.502, 1.064, 0.685)  0.19

orbital gap	9.563	eV
LUMO level	1.0	eV
2S+1	1



Arrangement 2

One molecule with the formula C3H8O. Source: OMol25; level of theory: ωB97M-V/def2-TZVPD.

Last column: natural (NBO) charge in e.
Atoms and positions in Å:
C (-1.146, -0.609, 0.567)  -0.62
C (-0.177, 0.084, -0.381)  0.09
C (1.317, -0.078, -0.044)  -0.64
O (-0.493, 1.475, -0.291)  -0.73
H (-2.156, -0.235, 0.371)  0.22
H (-1.146, -1.697, 0.450)  0.21
H (-0.892, -0.374, 1.606)  0.21
H (-0.369, -0.262, -1.409)  0.16
H (1.901, -0.676, -0.752)  0.21
H (1.676, 0.949, -0.071)  0.22
H (1.496, -0.459, 0.968)  0.21
H (-0.072, 1.913, -1.041)  0.46

structure (SMILES)	CC(C)O
orbital gap	11.312	eV
LUMO level	1.0	eV
2S+1	1



Tell me which of them is the least stable. Sure, it is arrangement 1.



Arrangement 1

A 2-piece molecular cluster, C3H8O overall. Source: OMol25; level of theory: ωB97M-V/def2-TZVPD.

Last column: natural (NBO) charge in e.
Atoms and positions in Å:
C (-0.883, 0.852, 1.389)  -0.60
C (-0.216, 0.364, 0.096)  -0.64
C (1.695, -2.058, -1.051)  0.10
O (0.876, -1.816, -2.085)  -0.65
H (-1.552, 0.065, 1.758)  0.20
H (-0.289, 1.140, 2.193)  0.21
H (-1.528, 1.648, 1.117)  0.20
H (0.472, -0.416, 0.031)  0.22
H (0.311, 1.123, -0.490)  0.20
H (-0.977, 0.237, -0.654)  0.18
H (2.537, -2.650, -1.562)  0.07
H (0.056, -1.368, -1.746)  0.50

orbital gap	9.586	eV
LUMO level	0.6	eV
2S+1	1



Arrangement 2

A 2-piece molecular cluster, C3H8O overall. Source: OMol25; level of theory: ωB97M-V/def2-TZVPD.

Last column: natural (NBO) charge in e.
Atoms and positions in Å:
C (1.198, 0.384, -0.151)  -0.51
C (0.294, 0.554, 0.801)  0.14
O (0.678, 0.771, 2.096)  -0.69
H (0.937, 0.208, -1.179)  0.21
H (2.239, 0.521, 0.109)  0.21
H (-0.777, 0.497, 0.620)  0.17
H (-0.051, 0.591, 2.704)  0.48
C (-1.633, -1.354, -2.221)  -0.85
H (-2.451, -1.421, -1.507)  0.21
H (-0.798, -0.783, -1.825)  0.21
H (-2.068, -0.893, -3.105)  0.21
H (-1.284, -2.349, -2.498)  0.21

structure (SMILES)	C=CO.C
orbital gap	9.940	eV
LUMO level	0.8	eV
2S+1	1



Tell me which of them is the least stable. Sure, it is arrangement 1.



Arrangement 1

One molecule with the formula C5H8OS2. Source: OMol25; level of theory: ωB97M-V/def2-TZVPD.

Last column: natural (NBO) charge in e.
Atoms and positions in Å:
O (1.466, 1.782, 0.040)  -0.54
C (0.558, 1.003, 0.108)  0.55
C (-0.918, 1.163, 0.393)  -0.53
C (-1.633, -0.164, 0.031)  -0.40
C (-0.576, -0.980, -0.733)  -0.42
C (0.775, -0.425, -0.210)  -0.35
S (1.083, -1.008, 1.531)  -0.02
S (2.077, -0.571, -1.480)  0.04
H (-1.011, 1.397, 1.606)  0.25
H (-1.363, 2.011, -0.107)  0.25
H (-1.826, -0.726, 0.848)  0.21
H (-2.499, -0.052, -0.741)  0.22
H (-0.772, -2.051, -0.546)  0.23
H (-0.719, -0.793, -1.819)  0.23
H (2.320, -0.451, 1.804)  0.16
H (3.038, -0.137, -0.723)  0.13

structure (SMILES)	O=C1CCCC1(S)S
orbital gap	9.860	eV
LUMO level	0.6	eV
2S+1	1



Arrangement 2

A 2-piece molecular cluster, C5H8OS2 overall. Source: OMol25; level of theory: ωB97M-V/def2-TZVPD.

Last column: natural (NBO) charge in e.
Atoms and positions in Å:
C (0.399, 3.066, -1.627)  0.50
C (-0.521, -0.396, 0.369)  -0.21
C (-0.777, 0.914, 0.651)  -0.31
C (0.736, -2.252, -0.598)  -0.60
C (0.821, -1.044, 0.294)  -0.46
O (1.025, 2.223, -2.111)  -0.51
S (-2.412, 1.745, 0.808)  0.01
S (0.425, 1.983, 1.307)  0.05
H (-1.329, -0.993, 0.120)  0.20
H (-0.200, -2.632, -0.437)  0.20
H (1.432, -2.990, -0.342)  0.21
H (0.916, -2.102, -1.723)  0.22
H (1.522, -0.234, -0.053)  0.23
H (1.261, -1.084, 1.309)  0.23
H (-3.111, 0.679, 0.984)  0.12
H (-0.187, 3.118, 1.049)  0.13

orbital gap	9.137	eV
LUMO level	0.7	eV
2S+1	1



Tell me which of them is the least stable. Sure, it is arrangement 2.



Arrangement 1

One molecule with the formula C5H8OS2. Source: OMol25; level of theory: ωB97M-V/def2-TZVPD.

Last column: natural (NBO) charge in e.
Atoms and positions in Å:
S (1.347, -1.713, -1.913)  -0.03
C (0.487, -0.264, -1.278)  -0.58
C (-0.288, -0.561, -0.045)  0.15
C (0.521, -0.838, 1.229)  -0.48
S (0.923, 1.043, 1.640)  0.06
C (-0.354, 1.758, 0.293)  -0.44
C (-1.196, 0.504, 0.455)  0.04
O (-1.769, -0.506, -0.274)  -0.43
H (0.080, -2.555, -1.753)  0.15
H (1.316, 0.344, -1.062)  0.23
H (-0.009, 0.375, -2.090)  0.24
H (1.369, -1.475, 1.110)  0.24
H (-0.403, -1.176, 1.965)  0.24
H (-0.006, 1.988, -0.639)  0.20
H (-0.691, 2.642, 0.845)  0.23
H (-1.327, 0.433, 1.517)  0.17

structure (SMILES)	SC[C@@]12CSC[C@H]1O2
orbital gap	9.548	eV
LUMO level	0.6	eV
2S+1	1



Arrangement 2

One molecule with the formula C5H8OS2. Source: OMol25; level of theory: ωB97M-V/def2-TZVPD.

Last column: natural (NBO) charge in e.
Atoms and positions in Å:
C (-0.350, -1.483, -1.397)  -0.77
C (0.394, 1.734, -0.883)  -0.39
C (-0.194, 1.339, 0.183)  -0.17
C (0.193, 0.441, 1.369)  -0.48
C (-0.687, -0.750, 1.475)  -0.44
O (2.081, -1.701, -1.974)  -0.92
S (0.131, -1.990, 0.236)  0.23
S (0.815, -1.398, -2.539)  1.18
H (1.409, 1.487, -1.191)  0.20
H (-0.106, 2.363, -1.587)  0.20
H (-1.386, -0.911, -1.174)  0.28
H (-1.203, 1.769, 0.337)  0.18
H (1.138, -0.028, 1.315)  0.23
H (0.076, 1.191, 2.130)  0.22
H (-0.561, -1.430, 2.266)  0.23
H (-1.751, -0.634, 1.436)  0.22

orbital gap	8.227	eV
LUMO level	-0.1	eV
2S+1	1



Tell me which of them is the least stable. Sure, it is arrangement 1.